# 1
The following is a quantum chemistry calculation of C6H16NO9S2 as an isolated structure in a non-equilibrium geometry, from the OMol25 dataset.

Spin multiplicity ... 1
F_max ... 7.19 eV Å⁻¹
Highest occupied orbital energy ... -4.099 eV
Charge ... -1
E ... -1766.088393 Ha

Last column: Löwdin charge in e.
Cartesian coordinates (Å):
N -1.234 16.586 -19.258  -0.63
O -2.146 17.391 -18.965  -0.04
O -0.137 16.752 -18.717  -0.30
O -1.416 15.696 -20.046  0.00
O -2.937 16.022 -16.362  -0.31
S -1.756 16.904 -16.343  0.76
O -1.685 18.196 -17.076  -0.29
O -1.176 17.083 -14.804  -0.29
C -1.243 16.071 -13.884  -0.36
C 0.072 16.101 -13.184  -0.10
C -0.291 16.050 -17.012  -0.16
H -1.353 15.094 -14.354  0.12
H -1.952 16.343 -13.102  0.12
H 0.954 15.943 -13.803  0.07
H -0.038 15.324 -12.428  0.08
H 0.323 17.110 -12.855  0.08
H 0.022 15.414 -16.183  0.05
H 0.464 16.660 -17.508  0.06
H -0.753 15.338 -17.696  0.09
O -1.048 17.273 -21.354  -0.27
S 0.208 17.842 -20.967  0.73
O 0.138 18.593 -19.684  -0.28
O 1.401 16.701 -21.006  -0.23
C 2.319 16.831 -19.966  -0.33
C 3.477 15.899 -20.002  -0.07
C 0.778 18.996 -22.297  -0.10
H 1.717 16.705 -19.066  0.10
H 2.715 17.847 -19.959  0.12
H 4.335 16.043 -19.346  0.08
H 3.995 16.017 -20.954  0.07
H 3.238 14.839 -19.914  0.08
H 1.840 18.756 -22.256  0.04
H 0.668 20.044 -22.021  0.06
H 0.366 18.697 -23.261  0.06



# 2
The following is a quantum chemistry calculation of one molecule with the formula C4H3Cl2N in a non-equilibrium geometry, from the OMol25 dataset.

Spin multiplicity ... 1
F_max ... 10.29 eV Å⁻¹
Highest occupied orbital energy ... -10.798 eV
Charge ... 0
E ... -1129.254839 Ha
Structure (SMILES) ... N#C/C=C/C(Cl)Cl

Last column: Löwdin charge in e.
Cartesian coordinates (Å):
N -3.336 -0.006 -0.873  0.11
C -2.404 0.144 -0.014  -0.11
C -1.031 -0.320 0.485  -0.10
C -0.005 -0.048 -0.272  -0.20
C 1.447 0.001 0.152  -1.11
Cl 2.581 -1.240 -0.430  0.57
Cl 2.161 1.544 -0.301  0.60
H -0.885 -0.376 1.476  0.06
H -0.139 0.376 -1.382  0.17
H 1.611 -0.077 1.159  0.01



# 3
The following is a quantum chemistry calculation of C30H40AsN8O2RuS2 as an isolated structure in a non-equilibrium geometry, from the OMol25 dataset.

Spin multiplicity ... 1
F_max ... 2.01 eV Å⁻¹
Highest occupied orbital energy (alpha / beta) ... -15.811 / -15.814 eV
Charge ... +3
E ... -4882.022975 Ha

Last column: Löwdin charge in e.
Cartesian coordinates (Å):
Ru -0.015 0.078 0.729  0.72
S -0.326 -0.306 2.903  0.89
C 1.175 -0.610 3.689  -0.66
C 1.223 -0.566 5.096  -0.07
C 2.416 -0.816 5.740  -0.02
C 3.559 -1.127 5.001  0.02
C 3.518 -1.166 3.605  -0.05
C 2.336 -0.902 2.948  -0.40
As 2.124 -0.999 1.026  1.23
C 3.735 -0.257 0.269  -0.37
C 4.877 -1.037 0.102  -0.09
C 6.032 -0.453 -0.396  -0.04
C 6.047 0.895 -0.732  -0.04
C 4.901 1.666 -0.587  -0.06
C 3.740 1.089 -0.093  -0.12
C 2.333 -2.879 0.666  -0.44
C 2.435 -3.273 -0.667  -0.16
C 2.550 -4.617 -0.978  -0.06
C 2.563 -5.565 0.039  -0.04
C 2.450 -5.172 1.364  -0.05
C 2.329 -3.826 1.683  -0.09
H 0.328 -0.334 5.660  0.12
H 2.460 -0.784 6.820  0.13
H 4.485 -1.354 5.514  0.13
H 4.405 -1.416 3.035  0.12
H 4.860 -2.091 0.351  0.11
H 6.924 -1.052 -0.524  0.12
H 6.952 1.345 -1.116  0.12
H 4.912 2.712 -0.862  0.11
H 2.835 1.674 0.011  0.07
H 2.435 -2.525 -1.452  0.11
H 2.640 -4.930 -2.010  0.12
H 2.662 -6.615 -0.205  0.12
H 2.459 -5.912 2.153  0.12
H 2.234 -3.523 2.718  0.10
N -0.175 0.322 -1.501  -0.02
C -1.498 0.893 -1.894  -0.27
C -2.181 -0.016 -2.926  -0.14
C -3.595 0.372 -3.371  -0.15
C -3.718 1.708 -4.118  -0.14
N -4.110 2.776 -3.201  0.09
C -4.898 3.801 -3.484  -0.42
N -5.251 4.096 -4.734  0.22
N -5.321 4.588 -2.489  0.21
C -2.373 1.109 -0.640  -0.60
O -3.327 1.869 -0.717  0.06
O -2.026 0.445 0.403  -0.23
H 0.595 0.856 -1.895  0.11
H -0.098 -0.629 -1.855  0.03
H -1.360 1.885 -2.327  0.14
H -2.228 -1.027 -2.513  0.11
H -1.536 -0.051 -3.809  0.13
H -4.269 0.383 -2.514  0.12
H -3.936 -0.421 -4.036  0.13
H -4.480 1.598 -4.890  0.12
H -2.772 1.957 -4.608  0.13
H -3.899 2.591 -2.214  0.10
H -4.953 3.543 -5.517  0.12
H -5.862 4.871 -4.927  0.14
H -5.114 4.374 -1.529  0.13
H -5.911 5.381 -2.672  0.13
C 1.790 2.469 3.102  0.02
C 1.085 2.964 1.895  -0.35
N 0.622 2.249 0.873  -0.01
C 0.107 3.155 -0.041  -0.11
C 0.266 4.410 0.432  -0.03
N 0.884 4.269 1.650  0.14
H 2.469 1.663 2.833  0.07
H 1.084 2.103 3.847  0.08
H 2.369 3.273 3.555  0.11
H -0.309 2.851 -0.981  0.08
H 0.008 5.366 0.013  0.13
H 1.129 5.024 2.272  0.18
C -4.682 -2.556 0.871  -0.02
N -3.287 -2.179 0.657  -0.02
C -2.416 -2.910 -0.014  -0.78
N -2.785 -4.038 -0.609  0.15
S -0.773 -2.419 -0.200  0.76
H -5.230 -1.695 1.241  0.10
H -4.764 -3.364 1.600  0.11
H -5.139 -2.871 -0.067  0.10
H -2.937 -1.351 1.115  0.10
H -3.688 -4.456 -0.453  0.12
H -2.103 -4.581 -1.114  0.12



# 4
The following is a quantum chemistry calculation of C47H57BCl2GeI2N7OS3Sr as an isolated structure, from the OMol25 dataset.

Spin multiplicity ... 2
F_max ... 0.51 eV Å⁻¹
Highest occupied orbital energy (alpha / beta) ... -2.478 / -2.789 eV
Charge ... -2
E ... -7126.904531 Ha

Last column: Mulliken spin population.
Cartesian coordinates (Å):
Sr -0.271 0.476 0.658  0.00
C -0.251 -6.458 -0.039  0.00
C 0.049 -5.529 -1.214  0.00
C -0.935 -4.355 -1.258  0.00
C -0.107 -6.284 -2.538  0.00
N 1.453 -5.063 -1.105  0.00
C 2.499 -5.597 -1.849  0.00
C 3.603 -4.906 -1.533  0.00
N 3.276 -3.961 -0.585  0.00
B 4.317 -2.878 -0.240  0.00
N 4.130 -2.304 1.191  0.00
C 4.541 -3.086 2.245  0.00
C 4.140 -2.504 3.385  0.00
N 3.485 -1.331 3.043  0.00
C 3.464 -1.225 1.677  0.00
S 2.801 0.038 0.742  0.00
C 2.805 -0.448 4.038  0.00
C 1.299 -0.634 3.895  0.00
C 3.218 -0.878 5.446  0.00
C 3.225 1.011 3.850  0.00
N 4.436 -1.725 -1.282  0.00
C 5.421 -0.792 -1.035  0.00
C 5.215 0.261 -1.834  0.00
N 4.092 -0.011 -2.604  0.00
C 3.630 -1.259 -2.272  0.00
S 2.397 -2.155 -3.042  0.00
C 3.567 1.066 -3.496  -0.01
C 3.243 2.272 -2.608  0.00
C 4.668 1.407 -4.505  0.00
C 2.307 0.711 -4.276  0.02
C 1.952 -4.090 -0.273  0.00
S 1.135 -3.368 1.021  0.00
H -1.271 -6.843 -0.113  0.00
H -0.151 -5.905 0.895  0.00
H 0.444 -7.302 -0.031  0.00
H -1.915 -4.738 -1.552  0.00
H -0.607 -3.620 -1.994  0.00
H -1.019 -3.850 -0.304  0.00
H -1.167 -6.465 -2.710  0.00
H 0.394 -7.254 -2.528  0.00
H 0.281 -5.690 -3.367  0.00
H 2.366 -6.383 -2.566  0.00
H 4.601 -4.971 -1.930  0.00
H 5.401 -3.436 -0.224  0.00
H 5.070 -4.008 2.080  0.00
H 4.270 -2.822 4.400  0.00
H 1.004 -1.657 4.140  0.00
H 0.994 -0.442 2.872  0.00
H 0.758 0.067 4.532  0.00
H 2.880 -1.887 5.685  0.00
H 2.737 -0.197 6.148  0.00
H 4.299 -0.811 5.592  0.00
H 2.762 1.461 2.978  0.00
H 4.312 1.080 3.761  0.00
H 2.908 1.580 4.727  0.00
H 6.153 -0.948 -0.262  0.00
H 5.740 1.196 -1.891  0.00
H 4.130 2.670 -2.113  0.00
H 2.517 1.993 -1.844  0.00
H 2.800 3.063 -3.214  0.00
H 5.589 1.730 -4.019  0.00
H 4.325 2.218 -5.150  0.00
H 4.891 0.539 -5.128  0.00
H 1.467 0.499 -3.622  -0.01
H 2.455 -0.138 -4.938  0.00
H 2.051 1.594 -4.867  0.00
I -3.416 3.860 1.655  0.00
C -1.962 4.616 0.314  0.00
I -0.933 6.332 1.004  0.00
H -2.478 4.885 -0.598  0.00
H -1.237 3.825 0.150  0.00
O 0.028 -0.943 -1.299  -0.13
H 0.810 -1.407 -1.668  0.02
H -0.140 -0.198 -1.907  0.00
Cl 0.256 2.707 2.199  0.00
Cl -0.638 2.018 -1.875  0.06
N -5.078 -2.927 6.253  0.00
C -4.372 -2.466 5.465  0.00
C -3.505 -1.892 4.479  0.00
C -3.000 -2.678 3.442  0.00
C -2.195 -2.097 2.474  0.00
C -1.835 -0.734 2.467  -0.04
C -2.360 0.008 3.547  0.01
C -3.176 -0.534 4.529  0.00
H -3.253 -3.733 3.399  0.00
H -1.821 -2.751 1.688  0.00
H -2.115 1.066 3.627  0.00
H -3.563 0.077 5.338  0.00
C -5.867 -2.313 1.415  0.03
C -5.452 -2.780 0.176  -0.02
C -4.747 -1.946 -0.684  0.02
C -4.444 -0.635 -0.317  0.10
C -4.849 -0.188 0.944  0.07
C -5.565 -1.012 1.797  -0.01
Ge -3.419 0.550 -1.495  0.69
C -3.233 -0.316 -3.244  0.02
C -2.412 -1.434 -3.402  0.07
C -2.284 -2.059 -4.634  -0.01
C -2.978 -1.574 -5.735  0.02
C -3.799 -0.463 -5.594  -0.01
C -3.924 0.160 -4.359  0.01
C -4.445 2.205 -1.751  0.11
C -3.887 3.294 -2.424  0.06
C -4.608 4.468 -2.594  -0.01
C -5.900 4.575 -2.095  0.02
C -6.470 3.497 -1.434  -0.01
C -5.748 2.323 -1.266  0.01
H -6.401 -2.966 2.095  0.00
H -5.669 -3.800 -0.121  0.00
H -4.431 -2.324 -1.650  0.01
H -4.582 0.811 1.273  -0.03
H -5.851 -0.653 2.778  0.00
H -1.850 -1.807 -2.555  -0.04
H -1.630 -2.917 -4.732  0.00
H -2.874 -2.056 -6.700  0.00
H -4.340 -0.076 -6.450  0.00
H -4.563 1.031 -4.265  0.00
H -2.869 3.223 -2.792  0.00
H -4.154 5.307 -3.110  0.00
H -6.456 5.498 -2.214  0.00
H -7.477 3.571 -1.038  0.00
H -6.203 1.491 -0.740  0.00



Quick rundown of energy above the lowest of the compared OMol25 structures with the same formula, charge and spin, same order as above: 119.8; 65.2; 31.8; 0.0 kcal per mole